{
  "formula": "C19H30N10O17S3",
  "method": "ωB97M-V with the def2-TZVPD basis set",
  "elements": ["O", "C", "O", "C", "O", "C", "N", "C", "S", "C", "C", "C", "C", "S", "C", "S", "N", "C", "C", "N", "C", "H", "H", "H", "H", "H", "H", "H", "H", "H", "C", "N", "O", "O", "H", "H", "H", "C", "N", "O", "O", "H", "H", "H", "C", "N", "O", "O", "H", "H", "H", "C", "N", "O", "O", "H", "H", "H", "C", "N", "O", "O", "H", "H", "H", "C", "N", "O", "O", "H", "H", "H", "C", "N", "O", "O", "H", "H", "H"],
  "xyz": [[-1.607, 7.660, -1.013], [-0.712, 7.543, -1.793], [0.373, 8.401, -1.852], [1.305, 7.920, -2.721], [2.377, 8.405, -2.918], [0.707, 6.690, -3.371], [1.426, 5.979, -4.342], [0.889, 5.737, -5.416], [0.244, 5.055, -6.640], [-0.480, 6.496, -2.826], [-1.497, 5.448, -3.092], [-1.539, 4.425, -1.928], [-0.253, 3.619, -1.834], [0.114, 2.767, -3.400], [1.863, 2.609, -3.354], [2.761, 2.623, -4.675], [2.428, 2.465, -2.056], [3.031, 3.465, -1.369], [3.388, 2.888, -0.202], [3.042, 1.589, -0.192], [2.456, 1.329, -1.322], [-1.368, 4.961, -4.047], [-2.478, 5.920, -3.111], [-1.712, 4.987, -1.015], [-2.417, 3.806, -2.095], [-0.325, 2.918, -1.007], [0.568, 4.295, -1.625], [3.143, 4.469, -1.718], [3.883, 3.406, 0.594], [2.031, 0.401, -1.652], [1.236, -3.083, 0.469], [1.197, -1.842, -0.349], [0.517, -0.917, 0.044], [1.860, -1.837, -1.369], [0.609, -2.944, 1.342], [0.864, -3.893, -0.149], [2.270, -3.250, 0.753], [-3.475, -4.064, -0.023], [-2.170, -4.064, 0.687], [-1.919, -3.113, 1.396], [-1.442, -5.020, 0.528], [-3.997, -3.152, 0.237], [-3.294, -4.114, -1.093], [-4.021, -4.933, 0.323], [0.886, 0.911, 3.406], [1.038, -0.304, 4.254], [0.434, -1.304, 3.929], [1.756, -0.208, 5.227], [0.219, 0.678, 2.584], [0.472, 1.691, 4.038], [1.871, 1.185, 3.039], [-3.393, -4.402, 4.561], [-4.603, -4.143, 3.732], [-5.492, -3.472, 4.198], [-4.595, -4.626, 2.616], [-3.514, -3.916, 5.519], [-3.308, -5.478, 4.678], [-2.539, -4.001, 4.023], [-0.429, -1.722, 7.213], [-1.414, -2.802, 7.500], [-1.434, -3.757, 6.750], [-2.131, -2.655, 8.463], [0.135, -1.993, 6.327], [-0.991, -0.806, 7.055], [0.219, -1.635, 8.079], [-1.245, -0.993, -5.809], [-0.435, 0.255, -5.792], [0.669, 0.202, -5.298], [-0.944, 1.243, -6.277], [-0.666, -1.783, -5.346], [-2.156, -0.796, -5.253], [-1.465, -1.224, -6.847], [3.478, -7.143, 0.050], [3.108, -5.905, 0.788], [3.958, -5.052, 0.922], [1.973, -5.835, 1.206], [4.512, -7.062, -0.260], [3.335, -7.980, 0.727], [2.816, -7.221, -0.807]],
  "homo_lumo_gap_ev": 7.875,
  "total_energy_ev": -102383.307,
  "lumo_ev": -0.9
}